Computed, not measured: a structure of composition C60H48N2P3PtSSi in a non-equilibrium geometry, with ωB97M-V/def2-TZVPD.

Calculated values
Kohn-Sham gap (alpha / beta) ... 0.157 / 0.273 Ha
HOMO level (alpha / beta) ... -7.32 / -10.58 eV
Relative energy (zero: lowest compared OMol25 entry of this formula, charge and spin) ... 0.575 eV
Spin multiplicity ... 3
LUMO (alpha / beta) ... -3.05 / -3.15 eV
Net charge ... +1

Atoms and positions in Å:
Pt1 0.36578 -0.07073 -0.16061
S1 7.43218 -1.71593 1.38969
P1 0.27468 -0.53923 2.40669
P2 0.11898 -0.63953 -2.59111
P3 -1.41372 1.52147 0.12259
Si1 -1.37142 -1.65373 0.11909
N1 2.54058 -0.56283 -0.24111
N2 7.59888 -0.54933 -0.93361
C1 -0.45122 -2.89493 1.22349
C2 1.83918 -0.23593 -4.77351
C3 2.86678 -0.62223 -5.61371
C4 1.39878 4.25677 0.99689
C5 6.77298 -1.03583 0.02199
C6 -0.76162 0.71967 -3.42601
C7 -1.81152 -2.38373 -1.57361
C8 3.36108 0.07837 -1.09061
C9 4.46148 -1.60883 0.71809
C10 -0.62482 5.19027 1.88649
C11 -1.76892 -1.38663 4.09119
C12 -1.05382 -2.03793 -2.69541
C13 3.45438 -1.86913 -5.47261
C14 -0.68432 3.04597 0.80179
C15 -1.81222 0.52117 -4.31341
C16 -2.22652 -3.68573 -3.99481
C17 -0.91072 -0.33133 3.78789
C18 -3.77802 -1.33843 1.72959
C19 -1.86682 0.91027 5.61709
C20 3.01748 -2.73653 -4.48121
C21 4.72558 -0.07183 -1.08541
C22 -3.36112 1.35967 2.17919
C23 -3.01352 -3.99683 -2.89731
C24 -2.55492 0.68087 1.27709
C25 -0.33212 2.01617 -3.15121
C26 -4.37862 0.69497 2.84049
C27 -2.71102 2.07307 -1.03221
C28 -1.25532 -2.70433 -3.90181
C29 -0.98812 0.83227 4.55169
C30 1.83298 1.51237 3.17149
C31 1.39598 -1.10763 -3.78151
C32 -2.68952 -0.15713 5.93319
C33 -2.64012 -1.30303 5.15909
C34 3.10788 -1.43923 0.60459
C35 4.04548 1.47177 4.07939
C36 2.93518 -0.59143 3.53129
C37 -1.96542 2.89277 -4.66511
C38 5.34068 -0.89933 -0.12401
C39 -2.93552 3.41347 -1.32641
C40 -1.34152 4.08917 1.44889
C41 -4.82442 2.80207 -2.67761
C42 0.19678 -5.10533 1.92299
C43 -0.92472 3.09807 -3.77451
C44 -4.57312 1.46167 -2.42901
C45 -3.52132 1.09717 -1.61231
C46 0.86308 -4.57213 3.01759
C47 2.00518 -2.35403 -3.62461
C48 -0.47742 -4.27333 1.04669
C49 0.68958 3.14717 0.57979
C50 4.04828 0.08917 3.99809
C51 0.28108 -2.35773 2.29619
C52 -4.62012 -0.64173 2.58049
C53 -2.41172 1.60797 -4.92471
C54 -2.79672 -3.35233 -1.69251
C55 -2.72752 -0.69863 1.08369
C56 1.80868 0.11767 3.12939
C57 0.88348 -3.20113 3.22069
C58 0.73968 5.28017 1.65809
C59 2.93398 2.18447 3.65999
C60 -3.99822 3.77177 -2.13611
H1 0.98298 2.07477 2.80599
H2 -3.23382 1.45077 -5.60651
H3 5.31028 0.49457 -1.79391
H4 7.26018 -0.28973 -1.84331
H5 4.92748 -0.46383 4.29829
H6 -2.38072 -4.20173 -4.92991
H7 3.20448 0.05027 -6.38641
H8 -3.35582 -0.10133 6.78029
H9 4.90988 1.99457 4.45889
H10 -0.58372 4.10137 -3.56201
H11 -2.40892 4.05667 1.60669
H12 -1.14122 5.98407 2.40629
H13 8.58538 -0.73153 -0.84491
H14 2.45948 4.32397 0.81279
H15 -3.78742 -4.74443 -2.97991
H16 -3.39922 -3.59713 -0.83191
H17 -3.93912 -2.39423 1.56299
H18 0.47208 2.17517 -2.44161
H19 -0.65292 -2.46103 -4.76731
H20 2.89328 0.74467 -1.81061
H21 1.66378 -3.01883 -2.84031
H22 -5.45272 -1.14553 3.04879
H23 1.28518 6.15167 1.98829
H24 1.19748 2.32047 0.07399
H25 -5.66192 3.09087 -3.29191
H26 2.42328 -2.03063 1.19959
H27 3.47218 -3.71013 -4.37841
H28 1.36688 0.72907 -4.89831
H29 -0.35132 1.67747 4.33989
H30 0.17918 -6.17583 1.77379
H31 4.86648 -2.29003 1.44839
H32 2.92668 3.26167 3.71369
H33 -4.18392 4.81587 -2.33691
H34 -2.42842 3.73567 -5.15641
H35 -1.03032 -4.69113 0.21959
H36 -3.31632 0.05197 -1.42041
H37 2.96108 -1.66883 3.48829
H38 -1.90212 1.81097 6.21269
H39 -3.27472 -2.14393 5.39049
H40 -1.74622 -2.29063 3.50249
H41 -2.16752 -0.47623 -4.52181
H42 4.25038 -2.16413 -6.13751
H43 1.36318 -5.22893 3.71559
H44 1.35408 -2.79573 4.10419
H45 -2.28042 4.17467 -0.92771
H46 -5.20542 0.70097 -2.86531
H47 -4.99502 1.22737 3.54739
H48 -3.19502 2.40337 2.38849